{
  "formula": "C31H29BClEuF4N6",
  "method": "ωB97M-V/def2-TZVPD",
  "multiplicity": 7,
  "de_lowest_kj_mol": 103.7,
  "species": ["C", "H", "C", "H", "N", "C", "C", "C", "C", "H", "C", "H", "C", "H", "H", "H", "C", "H", "C", "F", "H", "N", "H", "C", "F", "C", "C", "C", "C", "H", "H", "C", "C", "C", "C", "C", "H", "H", "B", "H", "C", "C", "C", "C", "C", "N", "N", "H", "H", "F", "H", "H", "H", "N", "H", "H", "C", "Cl", "C", "Eu", "C", "H", "F", "H", "N", "C", "H", "H", "C", "C", "H", "H", "H"],
  "positions_angstrom": [[1.401739, -1.123856, 3.524609], [-2.301246, 1.582379, -0.524425], [-2.171153, -1.330746, 1.399451], [-0.243214, 4.138057, -3.401580], [-1.757507, 3.957709, 0.810931], [0.310686, 2.105329, -2.949009], [1.853509, 1.877101, -1.147012], [6.563890, -1.940239, 0.437015], [-3.286358, -4.848956, -1.986805], [4.775158, 0.881458, 1.015352], [1.325209, -0.749365, 2.210123], [-3.497922, 1.993405, 1.581417], [-0.658147, 3.173244, 2.784821], [5.801794, -3.718699, -0.505313], [-3.412460, -0.029533, -1.391620], [1.181467, 5.185467, -1.729004], [0.406908, -1.997965, 4.015740], [-1.527430, -2.962094, 3.550179], [-1.618846, 2.993201, 1.782022], [-1.586474, 0.188743, -2.876275], [-5.538179, -2.348158, -1.458026], [0.279636, -1.027422, 1.409690], [-0.550569, 2.470901, 3.569784], [-0.999535, 5.036750, 0.945546], [-0.892061, 0.014543, -5.024886], [0.271085, 4.262030, 2.744573], [-2.153051, -4.023748, -1.682978], [-3.428178, -0.741857, -0.604120], [4.456341, -2.035934, -0.682072], [2.499651, 3.761805, -0.220676], [-2.566432, -2.314182, 1.096735], [4.133588, -0.689113, -0.295323], [1.835576, 3.245298, -0.913961], [-2.483079, 1.749801, 1.649882], [-0.704881, -2.264256, 3.261433], [1.110191, 4.091726, -1.759652], [-4.380023, -0.706004, -0.011692], [3.832579, -2.496414, -1.444745], [-1.662644, -0.593498, -4.099163], [-5.382988, -4.809915, -2.194463], [-0.837515, -1.515640, 2.023959], [0.343389, 3.493507, -2.781881], [0.967744, 1.262414, -2.088385], [6.271905, -0.663962, 0.871008], [-3.453560, -2.236478, -1.120850], [-2.265860, -0.444038, 0.235574], [3.024153, -0.070234, -0.852067], [-2.356231, 1.121173, 2.547520], [-2.833589, -1.041793, 2.166028], [-2.939155, -1.001626, -4.366954], [-1.267705, 5.836791, 0.241424], [-0.158783, 1.741812, -3.846512], [0.975764, 4.388738, 3.572188], [2.776230, 1.113998, -0.411473], [0.573101, -2.572828, 4.928000], [7.086257, -0.034426, 1.262500], [-4.631067, -2.888789, -1.529930], [1.280623, -3.579525, -1.097432], [-2.013095, 1.006035, 0.362347], [0.008936, -1.137681, -1.481861], [5.559302, -2.673215, -0.212505], [-1.094222, -4.397645, -1.750467], [-0.892734, -1.897113, -3.635296], [0.637872, 6.180767, 1.785398], [-2.254938, -2.805919, -1.115363], [5.028021, -0.083116, 0.631899], [-0.898372, 1.144586, 0.334508], [-3.186276, -5.926645, -2.136249], [-4.539726, -4.225727, -1.876886], [0.011185, 5.268448, 1.865987], [2.072214, -0.199041, 1.682132], [7.502897, -2.335576, 0.761344], [2.266633, -0.784210, 4.145816]],
  "forces_ev_per_a": [[0.526, -0.018, 0.927], [-0.460, -0.518, 0.099], [-0.106, -0.626, -1.368], [-0.158, 0.179, -0.583], [0.099, -0.928, 1.505], [0.039, 0.966, -0.423], [-1.383, -1.274, -0.168], [-1.141, -0.001, 0.705], [0.928, 1.754, 1.010], [0.084, 0.518, 0.080], [-0.215, -0.347, -0.623], [-1.623, 0.534, -0.117], [0.733, 0.720, -1.047], [-0.476, 0.866, 0.159], [-0.355, 0.346, -0.849], [-0.078, -0.532, 0.359], [0.842, -0.534, 0.052], [0.826, 0.828, -0.032], [0.560, 1.240, -0.338], [-0.455, -0.630, 0.123], [-0.868, 0.259, -0.137], [-2.409, 0.474, 0.870], [0.008, -0.769, 0.573], [-0.894, 0.843, -1.278], [-0.439, -0.157, -0.474], [-1.603, -0.923, 1.489], [0.168, -1.741, 0.718], [-1.222, -2.220, 1.525], [-1.743, 1.748, -0.767], [0.015, -0.659, 0.178], [0.300, 0.290, 0.009], [2.087, -1.746, 1.747], [0.543, 1.461, -0.565], [1.889, -0.545, -0.055], [-1.184, 1.144, -1.552], [-0.647, -0.964, -0.750], [0.436, 0.629, -0.399], [-0.135, -0.108, 0.428], [0.544, -1.491, 0.950], [-0.549, 0.031, 0.236], [2.174, -1.078, 0.393], [0.846, 0.392, 1.114], [0.602, -0.537, 0.888], [0.178, 1.005, -0.158], [0.018, 1.469, 0.246], [0.364, -0.360, -1.161], [-1.655, 2.297, 0.071], [0.112, 0.179, -0.331], [-0.958, 0.694, 1.209], [0.580, 0.535, -0.114], [0.341, -0.300, 0.129], [-0.475, -0.189, 0.176], [0.003, -0.247, -0.499], [1.256, -1.707, -0.376], [-0.077, 0.458, -0.023], [-0.600, -0.443, 0.338], [1.668, 0.152, 0.676], [-0.465, 0.878, -0.114], [1.853, 0.318, 0.796], [0.388, -0.069, 0.218], [2.184, -1.018, -0.272], [-1.263, 0.232, 0.006], [-0.266, 1.382, 0.083], [-0.643, -0.690, 0.184], [0.277, -0.605, -1.928], [-0.431, -0.408, -1.327], [-0.660, -0.168, 0.248], [0.077, 0.554, -0.415], [0.909, -0.464, -0.710], [0.882, 0.530, -0.769], [0.788, 0.199, 0.147], [0.415, -0.542, -0.307], [-0.904, -0.547, -0.633]],
  "mulliken_spin": [0.000, -0.002, -0.001, -0.002, 0.000, 0.006, 0.023, 0.004, 0.000, 0.000, 0.002, 0.000, 0.000, 0.000, 0.000, 0.000, 0.000, 0.000, 0.000, -0.001, 0.000, -0.010, 0.000, 0.000, 0.000, 0.000, 0.002, 0.007, 0.003, -0.002, 0.000, -0.003, -0.007, 0.000, 0.001, 0.015, -0.001, 0.000, -0.004, 0.000, 0.006, -0.022, -0.288, -0.002, -0.001, -0.029, 0.005, 0.000, 0.000, 0.000, 0.000, -0.012, 0.000, -0.007, 0.000, 0.000, 0.000, -0.014, 0.010, 6.338, -0.002, -0.001, -0.001, 0.000, -0.007, 0.003, -0.005, 0.000, 0.000, 0.000, 0.000, 0.000, 0.000]
}

{
  "formula": "C31H29Br2IrN2O3P2S",
  "method": "ωB97M-V/def2-TZVPD",
  "multiplicity": 2,
  "total_charge": 3,
  "de_lowest_kj_mol": 91.5,
  "species": ["C", "C", "H", "H", "H", "H", "H", "C", "C", "H", "H", "C", "H", "C", "C", "C", "C", "H", "Br", "C", "H", "H", "H", "H", "C", "C", "H", "H", "C", "C", "C", "H", "H", "C", "C", "C", "H", "O", "C", "H", "C", "C", "H", "O", "C", "H", "C", "H", "H", "Br", "C", "H", "H", "C", "H", "S", "P", "O", "C", "Ir", "H", "N", "H", "C", "C", "C", "C", "N", "C", "P", "H"],
  "positions_angstrom": [[5.026495, -0.111624, -0.697199], [-0.427645, 2.582612, -0.111439], [4.628769, 1.996392, -0.615978], [1.196950, -2.226201, -2.900564], [-2.567695, -2.253835, -1.282442], [-4.778929, 0.324393, 4.711679], [0.178473, -4.971519, -0.922849], [2.309828, 3.323500, -0.151760], [1.896049, 1.958906, -0.247076], [4.627417, 1.204883, 3.154458], [-4.560017, 1.076343, 2.357042], [1.712496, -2.785323, 3.093097], [3.148366, -0.462540, 2.156911], [1.650944, 2.612348, 3.951894], [0.024178, 3.962317, 0.220993], [3.078546, -1.466871, -0.463891], [0.741269, -4.948047, 3.526746], [3.688449, 3.187398, 4.297312], [6.851970, 0.092824, -0.930588], [2.845800, 0.829734, -0.415477], [0.694882, -4.230631, 0.606929], [-2.861763, -0.764251, 5.829431], [-0.439718, -1.573463, -3.137738], [5.046878, -2.266327, -0.686592], [-0.619466, -3.191586, 2.618014], [3.026948, 2.452816, 3.857276], [1.709741, -4.123803, -0.848079], [-2.143860, -3.968574, -1.466220], [3.555094, 1.339854, 3.213219], [-1.962642, -3.065710, -0.881969], [0.802273, 1.657524, 3.412913], [3.349087, 3.595649, -0.247733], [-0.747779, 4.685875, 0.451028], [-3.732376, 0.584815, 2.854603], [1.835890, -4.096933, 3.537746], [2.712192, 0.389585, 2.660787], [-0.267863, 1.785137, 3.513516], [-1.135394, 2.513685, -1.303243], [4.446350, -1.369688, -0.620868], [-2.259900, -3.251158, 0.148131], [0.686778, -4.115593, -0.475189], [0.486225, -2.329857, 2.613761], [-0.154908, -3.311937, -3.266567], [-1.289510, 2.108727, 0.940696], [0.135210, -2.407026, -2.728664], [2.787927, -4.443107, 3.916902], [1.325636, 0.534177, 2.765036], [-0.777321, -1.181336, 4.612728], [0.841078, -5.961106, 3.893114], [1.900038, 6.051681, 0.456442], [-0.493929, -4.490771, 3.074268], [2.607873, -2.434259, -0.382728], [-1.356924, -5.143066, 3.094477], [-1.591660, -0.679078, 4.105591], [2.568385, -2.130883, 3.166769], [-2.473240, 1.024506, 0.561021], [0.175822, -0.652989, 2.042169], [-1.801865, -0.059917, -0.271146], [-2.780859, -0.447811, 4.797926], [0.219001, -0.416669, -0.203489], [-1.095966, 3.344994, -1.797164], [0.647677, 1.601081, -0.151425], [-1.592483, -2.834886, 2.303905], [-1.446116, -0.278110, 2.782467], [-2.538045, 0.372748, 2.185785], [4.197716, 1.007160, -0.579192], [1.352061, 4.297357, 0.147631], [2.264909, -0.405834, -0.382063], [-3.852681, 0.164743, 4.176566], [-0.214757, -2.620876, -0.963339], [1.237339, 3.470533, 4.464493]],
  "forces_ev_per_a": [[-0.020, 0.031, 0.002], [-0.068, -0.106, 0.060], [0.002, 0.000, -0.001], [0.008, -0.011, 0.003], [0.005, -0.009, -0.002], [0.002, 0.000, -0.006], [-0.035, 0.010, 0.024], [-0.124, -0.408, 0.004], [0.165, 0.241, -0.027], [0.001, 0.006, 0.000], [0.005, 0.005, -0.004], [0.092, -0.041, -0.032], [0.014, -0.010, -0.019], [0.060, -0.007, 0.001], [0.172, 0.057, 0.044], [-0.134, -0.106, 0.026], [-0.055, -0.004, -0.001], [0.001, 0.000, -0.003], [0.004, 0.003, 0.003], [-0.366, 0.060, 0.039], [-0.004, -0.038, 0.008], [0.005, 0.002, -0.003], [-0.011, -0.004, -0.004], [-0.014, -0.008, 0.000], [0.001, -0.092, -0.055], [-0.025, 0.015, 0.012], [-0.020, 0.025, -0.040], [0.037, -0.005, -0.009], [0.002, -0.003, -0.007], [-0.007, 0.015, 0.001], [-0.038, -0.002, 0.007], [0.002, 0.017, -0.001], [0.013, 0.015, 0.017], [0.042, -0.009, 0.044], [0.027, 0.061, -0.022], [0.013, -0.015, -0.024], [0.055, 0.028, -0.005], [0.136, -0.030, -0.027], [0.045, 0.010, -0.007], [-0.019, -0.016, 0.031], [0.044, 0.052, 0.038], [-0.177, 0.026, 0.038], [0.010, 0.011, -0.028], [-0.072, -0.057, -0.043], [-0.018, -0.026, -0.055], [-0.004, 0.000, 0.009], [-0.101, 0.028, 0.058], [-0.019, 0.012, 0.020], [0.001, -0.002, -0.006], [0.011, 0.043, 0.005], [0.063, -0.017, 0.003], [0.023, 0.032, -0.008], [0.004, -0.002, -0.003], [-0.090, 0.047, 0.003], [-0.011, -0.003, -0.013], [0.256, -0.024, -0.110], [0.253, -0.033, -0.094], [-0.163, 0.112, -0.057], [0.027, -0.015, 0.005], [0.158, -0.477, 0.123], [-0.061, 0.015, 0.015], [-0.098, 0.209, -0.126], [0.000, -0.025, -0.030], [-0.107, 0.031, -0.065], [0.060, 0.050, 0.079], [0.073, -0.072, -0.022], [-0.246, 0.041, 0.022], [0.393, 0.138, 0.042], [-0.029, 0.012, -0.005], [-0.144, 0.219, 0.179], [-0.004, 0.000, 0.000]],
  "mulliken_spin": [0.004, 0.065, 0.002, 0.000, 0.000, 0.000, 0.000, 0.275, 0.090, 0.000, 0.000, 0.000, 0.003, -0.005, 0.279, 0.007, 0.001, 0.000, 0.001, 0.017, 0.000, 0.000, 0.000, 0.000, 0.004, 0.003, 0.000, 0.000, 0.008, 0.000, 0.008, -0.008, 0.001, 0.002, 0.000, -0.014, 0.000, 0.051, 0.001, 0.000, 0.000, 0.001, 0.000, 0.008, 0.001, 0.000, 0.003, 0.000, 0.000, -0.011, 0.000, 0.001, 0.000, 0.000, 0.000, 0.006, -0.005, 0.000, 0.001, 0.017, -0.014, 0.198, 0.001, -0.003, 0.004, 0.008, -0.001, -0.004, 0.000, -0.004, 0.000]
}